[1]
# C35H32N5RuSb

C35H32N5RuSb as an isolated structure at a distorted geometry (wB97M-V/def2-TZVPD, the Open Molecules 2025 dataset).

Results
gap between HOMO and LUMO (alpha / beta)	6.733 / 6.733	eV
net charge	+2
energy	-1961.26948	a.u.
energy above the lowest of the compared OMol25 structures with the same formula, charge and spin	197.34	kJ/mol
molar mass	745.506	u

Each line ends with the Löwdin charge.
Cartesian coordinates (Å):
Ru 0.10 0.68 0.41  0.90
C -2.17 -0.35 2.39  -0.09
N -1.98 -0.42 0.92  -0.10
C -3.06 0.24 0.18  -0.11
C -2.75 1.70 0.10  -0.30
N -1.55 2.15 -0.22  0.07
C -1.65 3.52 -0.27  -0.21
C -0.73 4.51 -0.60  -0.02
C -1.15 5.82 -0.54  -0.06
C -2.45 6.17 -0.16  -0.05
C -3.38 5.20 0.16  0.01
C -2.97 3.88 0.08  -0.17
N -3.63 2.69 0.30  0.20
C -0.85 -0.25 3.09  -0.28
N 0.21 0.33 2.55  0.06
C 1.22 0.27 3.48  -0.22
C 2.54 0.72 3.44  -0.03
C 3.33 0.49 4.54  -0.06
C 2.83 -0.17 5.68  -0.05
C 1.52 -0.61 5.74  0.01
C 0.73 -0.38 4.63  -0.17
N -0.59 -0.69 4.34  0.20
H -2.74 0.56 2.61  0.14
H -2.74 -1.20 2.77  0.14
H -1.95 -1.41 0.65  0.11
H -3.06 -0.16 -0.85  0.10
H -4.04 0.06 0.62  0.14
H 0.28 4.26 -0.90  0.10
H -0.47 6.62 -0.80  0.12
H -2.73 7.21 -0.11  0.12
H -4.39 5.46 0.46  0.12
H -4.61 2.60 0.54  0.18
H 2.91 1.24 2.56  0.10
H 4.35 0.83 4.55  0.12
H 3.48 -0.33 6.52  0.12
H 1.14 -1.11 6.61  0.12
H -1.24 -1.13 4.96  0.18
C 3.38 -2.82 -5.27  -0.05
C 2.67 -1.71 -5.68  -0.06
C 1.94 -0.98 -4.75  -0.14
C 1.93 -1.38 -3.43  -0.36
C 2.65 -2.48 -3.01  -0.12
C 3.37 -3.21 -3.94  -0.06
Sb 0.68 -0.21 -2.08  1.54
C 1.41 -1.18 -0.17  -0.48
C 0.78 -2.18 0.58  -0.13
C 1.43 -2.74 1.67  -0.06
C 2.71 -2.33 2.02  -0.04
C 3.36 -1.38 1.24  -0.07
C 2.71 -0.80 0.17  -0.15
C -1.16 -1.25 -2.48  -0.41
C -1.32 -2.63 -2.40  -0.12
C -2.52 -3.20 -2.78  -0.06
C -3.54 -2.42 -3.28  -0.06
C -3.37 -1.05 -3.40  -0.08
C -2.19 -0.46 -2.97  -0.19
H 3.95 -3.39 -6.00  0.12
H 2.68 -1.40 -6.71  0.12
H 1.38 -0.11 -5.07  0.10
H 2.67 -2.79 -1.96  0.10
H 3.94 -4.07 -3.63  0.11
H -0.20 -2.56 0.29  0.09
H 0.94 -3.50 2.26  0.12
H 3.20 -2.77 2.87  0.13
H 4.37 -1.10 1.48  0.12
H 3.24 -0.08 -0.45  0.11
H -0.50 -3.26 -2.06  0.10
H -2.65 -4.27 -2.70  0.12
H -4.46 -2.87 -3.61  0.12
H -4.15 -0.44 -3.84  0.12
H -2.06 0.62 -3.04  0.09
C 1.37 2.25 0.43  0.01
H 2.41 2.13 0.12  -0.01
H 1.19 3.02 1.17  0.02

=====

[2]
# C5H11N2S

An isolated ion of composition C5H11N2S and charge +1 at a distorted geometry (wB97M-V/def2-TZVPD, the Open Molecules 2025 dataset).

Results
gap between HOMO and LUMO	9.103	eV
net charge	+1
energy	-704.50050	a.u.
energy above the lowest of the compared OMol25 structures with the same formula, charge and spin	236.49	kJ/mol
SMILES	C=C(S)CN(C)C=[NH2+]
molar mass	131.224	u

Each line ends with the Löwdin charge.
Cartesian coordinates (Å):
C 1.01 1.26 -0.37  -0.11
C -1.23 0.37 0.01  -0.21
C -1.10 -0.59 1.16  -0.67
C -0.79 -0.18 2.37  0.02
C 0.26 -0.74 -1.63  0.00
N 0.09 0.36 -0.65  -0.11
N 2.23 1.27 -0.86  0.21
S -1.66 -2.19 0.60  0.85
H -1.98 0.20 -0.75  0.13
H -1.64 1.28 0.26  0.11
H -0.76 -2.90 1.29  -0.10
H 0.89 2.10 0.35  0.18
H -0.75 -0.91 3.13  0.06
H -0.68 0.99 2.46  0.13
H 1.19 -1.39 -1.57  0.13
H -0.74 -1.23 -1.49  0.05
H 0.45 -0.19 -2.52  0.09
H 2.49 0.41 -1.28  0.11
H 2.71 2.06 -0.50  0.13

=====

[3]
# C38H82N4O5

A 5-piece molecular cluster, C38H82N4O5 overall at a distorted geometry (wB97M-V/def2-TZVPD, the Open Molecules 2025 dataset).

Results
gap between HOMO and LUMO (alpha / beta)	1.325 / 7.598	eV
multiplicity	2
net charge	-1
energy	-2091.91214	a.u.
molar mass	675.097	u

Each line ends with the Löwdin spin population.
Cartesian coordinates (Å):
C 19.17 6.09 -4.92  0.02
C 19.09 6.68 -3.36  0.00
C 17.66 6.64 -2.84  0.01
C 17.20 5.26 -2.44  0.01
C 18.08 4.70 -1.28  0.01
C 19.61 4.80 -1.69  0.00
N 19.96 6.05 -2.35  0.00
O 21.28 6.10 -2.73  0.01
C 20.45 4.58 -0.32  0.02
C 19.72 3.57 -2.64  0.02
C 19.37 8.23 -3.36  0.02
H 20.10 5.57 -5.12  0.00
H 19.19 6.93 -5.61  0.00
H 18.33 5.43 -5.14  0.01
H 17.40 7.37 -2.07  0.01
H 17.00 6.97 -3.65  0.00
H 17.19 4.74 -3.40  0.00
H 16.15 5.10 -2.20  0.01
H 17.87 3.64 -1.15  0.00
H 17.84 5.26 -0.37  0.01
H 20.37 5.50 0.26  0.01
H 20.16 3.68 0.24  0.01
H 21.52 4.54 -0.52  0.00
H 19.40 3.87 -3.64  0.00
H 20.79 3.42 -2.80  0.00
H 19.30 2.62 -2.33  0.00
H 20.41 8.42 -3.62  0.00
H 19.04 8.72 -2.44  0.01
H 18.80 8.49 -4.25  0.00
H 21.61 6.92 -2.35  0.01
C 12.92 12.34 -3.60  0.00
C 13.03 11.54 -5.01  0.00
C 14.44 11.92 -5.46  0.00
C 15.51 11.12 -4.70  0.01
C 15.41 9.67 -4.84  0.00
C 14.07 9.16 -4.35  0.00
N 12.93 10.01 -4.79  0.00
O 11.65 9.54 -4.46  0.01
C 13.95 7.72 -4.90  0.02
C 13.94 9.08 -2.82  0.02
C 11.95 12.04 -6.03  0.00
H 13.72 12.15 -2.88  0.00
H 11.96 12.09 -3.14  0.00
H 12.94 13.41 -3.79  0.00
H 14.64 11.62 -6.49  0.00
H 14.71 12.97 -5.42  0.00
H 15.60 11.52 -3.69  0.00
H 16.44 11.42 -5.18  0.00
H 16.13 9.31 -4.10  0.00
H 15.67 9.25 -5.81  0.00
H 13.85 7.61 -5.98  0.00
H 14.83 7.12 -4.66  0.00
H 13.22 7.06 -4.41  0.01
H 12.88 8.97 -2.58  0.00
H 14.53 8.29 -2.37  0.01
H 14.35 10.01 -2.42  0.00
H 11.95 11.43 -6.93  0.00
H 12.13 13.08 -6.30  0.00
H 11.05 11.86 -5.44  0.00
H 11.41 9.12 -5.29  0.00
C 19.71 4.97 3.02  0.02
C 19.48 4.49 4.50  0.00
C 20.44 5.27 5.45  0.02
C 19.97 6.76 5.74  0.02
C 18.57 6.70 6.34  0.01
C 17.51 5.89 5.50  0.00
N 18.02 4.74 4.80  0.00
O 17.13 4.20 3.84  0.03
C 16.40 5.63 6.54  0.02
C 16.81 6.80 4.36  0.03
C 19.79 3.03 4.70  0.05
H 19.12 4.38 2.33  0.00
H 20.74 4.98 2.65  0.01
H 19.38 6.01 3.01  0.00
H 20.35 4.67 6.36  0.00
H 21.49 5.30 5.17  0.01
H 19.85 7.34 4.83  0.00
H 20.77 7.16 6.37  0.01
H 18.03 7.65 6.41  0.00
H 18.65 6.31 7.36  0.00
H 16.58 4.77 7.18  0.00
H 16.33 6.58 7.07  0.00
H 15.39 5.48 6.16  0.01
H 16.74 7.81 4.77  0.00
H 17.43 6.92 3.47  0.01
H 15.86 6.38 4.03  0.01
H 19.54 2.75 5.73  0.01
H 20.84 2.72 4.66  0.02
H 19.30 2.44 3.93  0.01
H 16.37 3.96 4.37  0.01
C 15.79 -1.33 0.76  0.03
C 16.05 -0.66 -0.61  0.00
C 16.00 -1.80 -1.66  0.01
C 15.63 -1.39 -3.14  0.01
C 14.35 -0.46 -3.07  0.01
C 14.48 0.77 -2.12  0.00
N 14.92 0.33 -0.74  0.00
O 15.05 1.31 0.23  0.03
C 15.37 1.87 -2.78  0.01
C 13.00 1.27 -1.88  0.02
C 17.42 0.04 -0.69  0.02
H 16.62 -1.99 0.98  0.00
H 14.91 -1.94 0.96  0.00
H 15.85 -0.52 1.50  0.01
H 16.96 -2.31 -1.67  0.00
H 15.33 -2.63 -1.39  0.00
H 15.45 -2.30 -3.73  0.00
H 16.47 -0.92 -3.66  0.00
H 13.49 -1.07 -2.80  0.00
H 14.20 -0.12 -4.09  0.00
H 16.37 1.56 -3.10  0.00
H 14.94 2.34 -3.66  0.01
H 15.61 2.72 -2.14  0.00
H 12.67 1.91 -2.69  0.01
H 12.26 0.47 -1.79  0.00
H 12.71 1.72 -0.93  0.01
H 17.53 0.39 -1.72  0.00
H 18.24 -0.66 -0.57  0.01
H 17.53 0.80 0.09  0.01
H 14.46 0.98 0.91  0.01
C 25.29 4.11 0.08  0.02
C 25.41 3.83 1.57  0.04
O 25.59 4.96 2.38  0.03
H 24.28 4.49 -0.06  0.00
H 25.57 3.22 -0.49  0.00
H 25.91 4.95 -0.21  0.00
H 26.00 2.95 1.84  0.00
H 24.42 3.44 1.77  0.01
H 25.33 4.71 3.27  0.02